1.
Below is one molecule with the formula C9H9N5O2S, with properties calculated with ωB97M-V/def2-TZVPD.

* spin multiplicity: 1
* charge: 0
* HOMO: -8.7 eV
* HOMO-LUMO gap: 0.3205 Eh
* SMILES: On1nnc2cc(C[C@@H]3NOC(=S)N3)ccc21
* LUMO: 0.0 eV

```
26
C9H9N5O2S ωB97M-V/def2-TZVPD
S 2.470 5.469 -0.297
N -1.989 -0.912 3.677
N -2.023 -2.160 3.884
O -1.798 -4.211 2.594
O 1.923 3.184 0.890
C 1.671 4.046 -0.134
C -1.334 -2.046 0.350
C -1.063 -0.895 -0.406
C -1.457 0.444 1.590
C -1.731 -0.699 2.334
C -1.628 -1.924 1.709
C -1.091 0.367 0.225
N -1.877 -2.811 2.708
N 1.429 1.909 0.486
N 0.863 3.429 -1.089
C -0.837 1.654 -0.576
C 0.666 2.014 -0.747
H -2.232 -4.617 3.385
H -1.272 -3.027 -0.135
H -0.790 -0.982 -1.477
H -1.497 1.371 2.118
H 0.882 1.499 1.239
H 1.085 3.703 -2.039
H -1.221 1.546 -1.597
H -1.288 2.506 -0.062
H 1.078 1.352 -1.511
```

Atomic partial charges in e from the Löwdin method, atoms 1 to 5: S 0.652; N 0.066; N 0.056; O 0.059; O -0.056



2.
Below is C9H9NO as an isolated structure, with properties calculated with ωB97M-V/def2-TZVPD.

* spin multiplicity: 1
* charge: 0
* HOMO: -8.6 eV
* HOMO-LUMO gap: 0.3358 Eh
* LUMO: 0.6 eV

```
20
C9H9NO ωB97M-V/def2-TZVPD
C -0.539 1.126 0.982
C -0.740 1.970 -0.310
C -0.742 1.133 -1.505
C -0.123 -0.217 -1.026
C 0.224 -1.289 -1.838
C 0.721 -2.402 -1.137
C 0.972 -2.371 0.263
C 0.440 -1.271 1.039
C -0.112 -0.171 0.386
H 0.359 1.253 2.859
H 0.183 2.807 2.151
H -1.453 0.617 1.029
H 0.174 2.357 -0.215
H -1.710 2.804 0.114
H 0.024 -1.446 -2.808
H 0.871 -3.259 -1.646
H 1.525 -3.138 0.447
H 0.732 -1.350 1.869
N 0.209 1.513 1.915
O -1.014 1.332 -2.571
```

Atomic partial charges in e from the Löwdin method, atoms 1 to 5: C -0.553; C -0.028; C -0.432; C -0.061; C 0.018



3.
Below is one molecule with the formula C9H9NO2S, with properties calculated with ωB97M-V/def2-TZVPD.

* spin multiplicity: 1
* charge: 0
* HOMO: -9.0 eV
* HOMO-LUMO gap: 0.3238 Eh
* SMILES: C=CC[C@]12C=CC=C[C@@]1([N+](=O)[O-])S2
* LUMO: -0.2 eV

```
22
C9H9NO2S ωB97M-V/def2-TZVPD
C -0.611 -2.410 -0.394
C -1.585 -1.878 -1.273
C -0.203 -1.742 0.767
C -2.092 -0.675 -1.177
C 1.077 2.419 -0.213
C 1.099 1.158 0.210
C -0.609 -0.370 1.007
C -1.858 0.243 -0.011
C 0.423 0.605 1.392
N -1.787 1.637 -0.393
O -1.765 1.864 -1.568
O -1.978 2.416 0.478
S -2.331 -0.216 1.645
H -0.311 -3.402 -0.664
H -1.867 -2.523 -1.991
H 0.632 -2.084 1.370
H -2.622 -0.073 -1.926
H 1.502 2.768 -1.103
H 0.616 3.154 0.413
H 1.416 0.490 -0.491
H 1.196 0.307 2.128
H -0.191 1.491 1.938
```

Atomic partial charges in e from the Löwdin method, atoms 1 to 5: C -0.050; C -0.105; C -0.065; C -0.037; C 0.033



4.
Below is C9H9NO5S5Tc as an isolated structure, with properties calculated with ωB97M-V/def2-TZVPD.

* spin multiplicity: 2
* charge: 0
* HOMO (spin up / spin down): -8.1 / -8.2 eV
* HOMO-LUMO gap (spin up / spin down): 0.2099 / 0.2095 Eh
* <S²>: 0.790
* LUMO (spin up / spin down): -2.4 / -2.5 eV

```
30
C9H9NO5S5Tc ωB97M-V/def2-TZVPD
Tc 0.507 -0.574 0.172
O 0.613 -0.089 -2.025
C -0.073 1.186 -2.140
C 0.624 2.127 -1.197
N 0.725 1.573 0.185
C 2.095 1.827 0.723
C 3.047 0.792 0.155
O 4.170 1.066 -0.171
O 2.499 -0.421 0.098
C -0.299 2.036 1.140
C -0.257 1.100 2.341
O -0.548 1.481 3.439
O 0.114 -0.154 2.050
H 0.256 -0.715 -2.665
H 0.015 1.565 -3.158
H -1.127 1.063 -1.897
H 1.638 2.287 -1.560
H 0.110 3.089 -1.190
H 2.427 2.840 0.507
H 2.073 1.681 1.804
H -0.129 3.061 1.465
H -1.284 1.958 0.680
S -4.292 -6.076 0.170
C -3.236 -4.849 0.244
S -1.522 -5.062 0.409
C -1.068 -3.379 0.264
C -2.099 -2.493 0.079
S -1.828 -0.845 -0.198
S -3.696 -3.181 0.035
S 0.544 -2.894 0.241
```

Atomic partial charges in e from the Löwdin method, atoms 1 to 5: Tc 1.111; O -0.172; C -0.206; C -0.126; N -0.269



5.
Below is one molecule with the formula C9H9NOS, with properties calculated with ωB97M-V/def2-TZVPD.

* spin multiplicity: 1
* charge: 0
* HOMO: -8.6 eV
* HOMO-LUMO gap: 0.3194 Eh
* SMILES: COc1cccc(CN=C=S)c1
* LUMO: 0.1 eV

```
21
C9H9NOS ωB97M-V/def2-TZVPD
C -0.470 2.721 0.481
C -1.704 0.889 -0.072
C -2.893 0.166 -0.266
C -2.905 -1.176 -0.371
C -1.667 -1.862 -0.141
C -0.461 -1.256 0.073
C 0.613 -2.055 0.654
C 2.459 -0.593 -0.084
C -0.493 0.176 0.034
H -0.229 2.409 1.461
H -0.540 3.776 0.186
H 0.549 2.343 0.051
H -3.683 0.935 -0.266
H -3.763 -1.668 -0.612
H -1.926 -2.984 -0.080
H 0.823 -1.895 1.790
H 0.338 -3.242 0.549
H 0.331 0.754 0.267
N 1.945 -1.782 -0.024
O -1.636 2.168 0.016
S 3.293 0.790 -0.322
```

Atomic partial charges in e from the Löwdin method, atoms 1 to 5: C -0.097; C -0.311; C -0.011; C -0.062; C -0.060



6.
Below is a 2-piece molecular cluster, C9H9NS2 overall, with properties calculated with ωB97M-V/def2-TZVPD.

* spin multiplicity: 1
* charge: 0
* HOMO (spin up / spin down): -8.1 / -8.0 eV
* HOMO-LUMO gap (spin up / spin down): 0.2411 / 0.2353 Eh
* SMILES: S=C1C=CC=C/C1=N\S.C=C=C
* LUMO (spin up / spin down): -1.6 / -1.6 eV

```
21
C9H9NS2 ωB97M-V/def2-TZVPD
C -2.670 -0.538 1.458
C -2.288 0.622 2.229
C -1.754 -1.373 0.908
C -0.962 0.915 2.433
C -0.400 -0.848 0.752
C 0.012 0.245 1.628
C 1.864 0.801 -2.144
C 0.835 1.127 -2.883
C 2.963 0.473 -1.538
N 0.550 -1.181 -0.110
S 1.545 0.777 1.818
S 0.384 -2.358 -1.157
H -3.700 -0.853 1.375
H -3.090 1.046 2.735
H -1.991 -2.164 0.358
H -0.589 1.881 2.918
H 0.038 0.448 -3.232
H 0.720 2.204 -3.048
H 3.779 0.159 -2.151
H 3.311 0.514 -0.566
H 1.442 -1.894 -1.784
```

Atomic partial charges in e from the Löwdin method, atoms 1 to 5: C -0.057; C -0.052; C -0.023; C -0.138; C -0.385



What are the energy above the lowest of the compared OMol25 structures with the same formula, charge and spin values for these records? In order: 194.4, 752.9, 458.7, 41.6, 303.7, 297.9 kJ/mol.